Entry 1:
13
Properties=species:S:1:pos:R:3:nbo_charge:R:1 method="wB97M-V/def2-TZVPD" lumo_energy_ev=-1.32 max_force_ha_per_bohr=0.188
H -0.565 0.432 1.480 0.26
C -0.994 1.816 -0.066 0.77
H 0.187 -3.342 -0.724 0.23
H 1.824 -0.019 0.740 0.43
H 0.241 0.934 -1.224 0.50
H 0.051 -0.589 -1.505 0.19
C -0.248 0.598 0.460 -0.20
O -0.464 1.904 -1.206 -0.64
O -1.780 2.647 0.560 -0.60
C 0.202 -2.067 0.176 0.38
N 1.066 0.261 -0.003 -0.59
C 0.024 -0.615 -0.266 -0.18
O 0.456 -1.959 1.578 -0.55


Entry 2:
19
Properties=species:S:1:pos:R:3:nbo_charge:R:1 method="wB97M-V/def2-TZVPD" smiles=CN.O.O.O.O lumo_energy_ev=0.66 max_force_ha_per_bohr=0.082
H -4.229 2.305 1.653 0.46
C 0.999 0.012 1.665 -0.41
H 0.720 -2.303 0.102 0.50
O 1.023 -2.662 -0.782 -1.00
H 1.157 -0.978 -1.749 0.51
H 1.872 -0.470 2.271 0.19
H 1.717 -3.360 -0.474 0.47
N 0.143 -0.982 1.225 -0.87
H 1.128 1.679 -2.541 0.50
H 1.413 0.396 0.632 0.20
O -4.680 1.478 1.821 -0.92
O 1.357 2.630 -2.544 -0.97
H -5.192 1.800 2.591 0.46
H -0.215 -1.662 1.928 0.37
H 0.549 0.954 2.221 0.17
H 1.807 2.765 -3.406 0.46
H 0.472 -0.744 -3.054 0.47
H -0.640 -0.608 0.669 0.39
O 0.600 -0.251 -2.228 -0.99


Entry 3:
256
Properties=species:S:1:pos:R:3:mulliken_charge:R:1 method="wB97M-V/def2-TZVPD" lumo_energy_ev=2.04 max_force_ha_per_bohr=0.097 charge=-1
O -3.482 5.778 -1.565 -0.27
H -0.811 -2.191 -6.398 0.48
C 0.521 -1.939 -4.154 -0.55
H 3.252 -4.124 -1.598 -0.08
H 3.996 -1.816 -0.756 0.12
H 3.415 2.133 -5.027 -0.43
H 6.785 -9.062 -3.264 0.34
H 5.678 3.164 -5.833 0.38
C -5.200 2.026 0.172 0.37
C -8.957 4.152 0.896 -0.32
H 3.273 0.582 3.735 0.33
H 5.000 -4.311 3.706 0.45
C -0.142 4.613 -3.357 -0.31
H 6.493 -9.869 -1.725 0.25
H -2.517 3.980 3.057 -0.64
H 4.454 -0.172 -8.404 0.40
C 4.301 -1.096 -6.345 -0.35
C 6.052 2.064 -4.008 -0.56
C 5.035 -3.932 2.689 -0.54
H -2.660 2.271 4.187 -0.09
H 4.047 3.186 3.195 0.06
C 3.295 3.454 -3.375 -0.19
H -7.191 3.802 -1.107 -0.03
H 3.166 -4.080 -3.414 0.36
H 5.210 -1.138 -1.888 0.20
C 2.447 0.532 -2.204 0.61
H 6.784 -6.886 -3.388 0.33
C -1.167 1.172 0.370 0.16
H -0.978 -3.677 3.068 0.09
H -5.650 -1.449 7.184 0.18
H -0.963 0.869 -5.487 0.57
H 2.393 4.171 4.840 -0.01
H 5.926 4.606 6.023 0.28
H -0.913 6.228 3.464 0.39
H 7.135 2.236 -4.048 0.44
H 4.532 0.920 -7.057 0.23
H 0.069 -1.119 -4.668 0.10
C 2.685 -2.024 8.615 -0.26
H -3.203 -2.952 5.438 0.21
H 3.716 -1.793 8.290 0.20
H -6.103 1.460 0.140 0.43
C -4.757 6.183 -1.093 0.29
H 0.707 -0.917 6.273 0.01
C 3.389 -5.571 8.768 -0.79
C -6.288 1.167 -4.501 -1.32
C 3.819 -4.014 -2.570 0.06
H 0.763 -4.187 1.123 -0.20
C -8.059 3.143 -1.044 -0.50
H 4.728 5.213 7.362 0.25
O -4.935 -2.080 4.868 -0.28
H -3.162 8.432 2.260 0.28
H 1.965 8.113 -0.825 0.38
H 4.922 -2.857 2.699 0.17
H -3.260 -0.162 2.546 -0.40
H -9.264 3.204 2.770 0.35
O 4.287 1.213 -0.740 -0.68
H 8.211 -7.110 -2.388 0.57
H -6.834 -2.640 7.731 0.25
H 4.686 -0.786 -5.400 0.11
H 4.116 -6.452 2.620 0.34
O -3.314 0.329 4.570 -0.60
H -2.266 -4.058 -6.100 0.40
N -3.363 -5.619 0.387 -0.62
H 3.504 -0.004 6.930 0.37
H 0.436 -4.764 3.381 0.42
H 0.017 -3.618 -6.866 0.70
H -4.298 9.357 1.421 0.42
C -0.459 -6.554 -6.489 -0.74
H -4.600 -2.276 2.908 0.42
O -7.420 4.232 2.783 -0.41
O -4.869 -3.288 7.671 -0.37
C 7.159 -6.830 -2.329 -0.59
C -1.827 1.034 -4.831 -0.36
H 0.176 -5.844 1.034 0.40
N 7.234 -4.681 1.438 -0.61
H 4.765 -2.038 -6.681 0.50
H -5.434 8.100 -0.460 0.43
O 5.574 -5.135 -1.542 0.11
H 7.276 -5.566 -0.641 0.20
C 4.787 -5.123 -2.701 -0.88
O -1.099 -4.965 -4.649 -0.48
H -5.388 -0.808 3.506 0.36
H 4.680 3.948 1.291 0.39
H 5.955 -0.064 -7.304 0.38
C 2.623 -0.098 6.329 -0.27
H 3.419 3.853 -5.366 0.52
H -4.570 1.620 -5.669 0.59
H -5.667 -1.858 8.917 0.26
H -3.796 8.041 -1.159 0.36
C 6.986 -9.036 -2.193 -0.81
H 2.352 -1.308 9.406 0.29
C -2.558 4.979 2.487 0.35
C -1.605 -6.689 -8.571 -0.80
H -6.442 0.832 -3.475 0.18
H 5.401 3.574 7.411 0.23
H 2.976 -6.252 1.162 0.28
C -4.587 -1.477 3.656 -1.43
H 3.877 5.198 -0.646 0.25
H -3.997 4.393 -3.051 0.51
C -3.329 -0.640 3.555 1.46
H 5.318 -4.809 -3.623 0.38
C 6.339 -4.267 2.071 0.31
H 4.279 -5.682 9.407 0.30
H -1.947 -3.167 -4.603 -0.07
C -1.189 5.677 2.525 -0.91
C 5.352 3.178 -4.770 -0.61
C -0.111 4.704 2.265 1.56
B 0.879 0.620 -0.557 0.27
O 4.429 -2.730 -2.689 -0.33
H 0.366 -6.358 -4.521 0.43
H 2.554 4.820 0.466 -0.24
C -0.778 -0.303 0.755 0.49
H -3.285 -0.047 -6.097 0.47
H 0.119 3.516 -3.487 -0.03
O 3.219 -4.318 8.264 -0.18
H -4.542 2.271 -4.026 -0.51
H 1.059 6.646 -0.345 0.08
C 3.896 -5.956 1.621 -1.09
H 0.500 5.034 -2.561 0.04
C -1.478 -3.817 -5.377 -0.26
H -4.146 3.804 -1.438 -0.41
C -4.830 1.361 -4.616 0.30
H 3.378 -3.332 10.126 0.43
H 2.544 -2.206 -5.850 -0.62
C -6.641 3.016 2.964 -1.05
H -10.071 4.281 0.708 0.37
H 3.461 5.534 5.001 0.37
H -0.865 -4.527 -0.733 0.31
H -5.032 5.431 -0.349 -0.31
H 4.757 -6.194 0.984 0.20
H 5.559 -2.561 -0.919 0.13
H 0.185 5.061 -4.288 0.47
H 2.552 -5.922 9.372 0.30
O -0.188 1.683 -0.344 -0.27
H -9.234 4.996 2.821 0.37
O -3.932 7.387 0.712 -0.01
H -7.865 2.166 -1.458 0.19
O -8.465 3.005 0.258 -0.31
C 3.401 5.436 0.349 0.50
C -4.989 -3.857 6.376 -0.77
H 5.990 1.093 -4.513 -0.04
H -1.130 -7.405 -6.099 0.35
H -3.288 1.001 -2.483 -0.60
C 4.860 -0.020 -7.373 -1.28
N 1.982 -1.657 -8.853 -0.63
H 1.753 -3.761 9.630 0.38
O -0.932 -5.884 -7.611 -0.18
N 2.790 3.796 -2.397 -0.03
H -2.108 -1.245 -2.701 -0.23
H 2.271 -0.351 -5.920 -0.03
H -1.396 0.967 -3.826 -0.34
H -4.852 2.210 -0.897 -0.28
H -0.288 4.151 1.353 -0.85
H -6.443 2.980 3.978 0.55
H -5.471 6.260 -1.904 0.26
C -2.283 1.250 4.359 -0.32
H -2.536 -7.013 -8.070 0.34
C 2.044 7.042 -0.594 -0.46
H -3.726 -2.048 -2.468 0.37
H -3.151 -0.959 -1.209 0.22
H 8.085 -9.190 -1.983 0.30
O 1.174 0.319 -1.952 0.46
H 3.993 -3.912 0.868 -0.45
C 2.502 -0.180 3.990 -0.55
O -5.437 3.232 0.791 0.75
C -4.255 -3.250 5.227 -0.15
O 2.919 -0.878 5.132 -0.34
H -1.234 -5.350 3.030 0.41
H -4.720 -4.962 6.558 0.31
H 5.288 4.363 3.770 0.14
H -6.033 -3.812 6.031 0.37
C 1.491 -0.776 7.063 -0.30
H -1.229 6.429 1.702 0.36
N 0.347 2.886 4.055 -0.50
C -5.355 3.247 2.247 0.11
H 5.201 5.655 1.537 0.26
C -0.042 -5.707 -5.312 0.05
C -4.511 7.518 -0.532 -0.93
C -2.426 -4.962 0.343 -0.14
H -6.761 2.146 -4.550 0.40
H -4.451 1.489 0.683 -0.68
H 2.237 6.609 -1.595 0.16
H 4.265 -6.071 -2.824 0.25
H 5.753 1.911 -2.947 0.08
O -1.550 -1.133 1.141 -0.81
O 0.685 -2.995 -5.120 0.45
H -1.836 -6.046 -9.397 0.23
H -1.579 1.327 5.164 0.56
H -8.366 5.029 0.578 0.22
H 2.983 -4.059 2.234 0.13
O -2.112 1.761 0.868 0.06
H -6.572 0.484 -5.310 0.37
H -1.331 -3.166 0.278 -0.62
H 7.517 -4.748 -2.246 0.21
C 4.763 -2.064 -1.491 -0.32
C 0.165 3.679 3.291 -0.14
H -0.244 -2.187 -3.362 0.12
H 1.115 -0.145 7.880 0.41
O 3.033 0.443 -3.256 -0.43
H 2.458 -0.891 3.161 0.10
H -2.009 2.936 -2.539 -0.41
C 2.731 -3.361 9.275 -0.78
H 1.454 -1.608 -3.702 -0.15
C -3.831 0.127 -2.812 0.70
O 6.467 -7.856 -1.667 -0.23
H -2.757 4.615 1.448 -0.21
C 3.894 -4.445 1.839 0.73
O 2.165 1.165 0.028 -0.53
C 3.448 4.434 4.901 -0.27
H -4.954 4.210 2.533 -0.07
H 0.739 -4.998 -5.507 -0.07
C 4.313 4.993 1.481 -0.80
C 6.948 -5.507 -1.672 -0.53
O 3.664 5.072 2.662 -0.19
C 5.076 4.349 6.747 -0.68
H -1.703 0.920 3.518 -0.09
C -2.888 -0.002 -5.063 -0.58
H 1.469 0.202 4.018 0.26
H 2.279 0.914 6.036 0.12
N -4.129 0.186 -4.247 0.19
C -0.502 -4.579 2.804 -1.18
H -2.214 2.053 -4.870 0.56
C -3.555 8.606 1.270 -1.13
C -8.745 4.083 2.393 -0.72
H 0.475 -7.113 -6.798 0.36
H -2.511 -0.971 -4.707 -0.31
H -8.836 3.522 -1.663 0.47
O 1.788 -2.073 7.506 -0.25
H 5.731 4.164 -4.330 0.33
H -2.427 -1.253 3.677 0.06
H -4.240 -3.883 4.347 0.38
C -0.087 -4.786 1.301 0.28
O 0.360 -0.553 0.187 -0.35
H -1.637 4.184 -1.227 -0.37
H -4.843 0.197 -2.325 0.24
H 3.556 -6.295 7.905 0.20
C -0.369 -3.111 -6.049 -1.11
O 4.039 3.709 5.987 -0.27
O -1.501 4.818 -3.243 -0.55
C 2.325 -1.497 -7.766 -0.10
H -4.579 2.515 2.485 -0.01
H -2.725 9.151 0.780 0.40
C 4.170 4.179 3.605 -0.01
C -5.787 -2.262 7.893 -0.52
H -3.319 5.639 2.925 0.47
C -2.068 4.019 -2.221 1.34
C 3.121 1.013 -0.878 0.11
O 3.035 6.807 0.407 -0.45
C 2.759 -1.223 -6.323 1.41
C -1.136 -4.251 0.286 0.93
C 3.772 3.104 -4.711 0.34
H 0.841 5.194 2.087 0.18
H -7.243 2.159 2.704 0.42
C -3.145 -1.124 -2.289 -0.78
C -3.542 4.484 -2.057 -0.47
H -0.979 -7.556 -8.888 0.28


Entry 4:
90
Properties=species:S:1:pos:R:3:mulliken_charge:R:1 method="wB97M-V/def2-TZVPD" lumo_energy_ev=3.57 max_force_ha_per_bohr=0.022 charge=-2
C -3.649 5.256 2.418 -0.67
H -2.071 -0.677 -1.891 -0.39
C -5.111 -1.837 0.072 -0.57
H 0.365 2.380 -4.361 0.44
H -2.770 4.608 0.585 0.29
O 3.041 -2.740 -1.869 -0.74
H -0.582 1.488 1.700 0.44
C -3.918 2.570 3.022 -0.22
H -4.942 -2.906 0.048 0.23
H 5.201 -5.348 1.129 0.35
H -3.070 -1.433 0.516 0.30
C -3.215 4.288 1.521 -0.18
C 4.501 -0.154 3.210 -1.24
O 3.788 -1.460 -3.704 -0.72
C -5.475 0.915 0.081 -0.29
H 2.796 -1.185 1.533 -0.04
H -7.525 0.495 -0.390 0.37
C -6.547 0.076 -0.183 -0.66
H 3.262 2.738 -1.740 0.05
Cl -3.584 -3.244 -2.620 -0.38
C -4.346 3.527 3.927 -0.68
H -0.870 3.406 -3.657 0.33
H 5.198 4.221 -1.234 0.42
H -7.194 -1.960 -0.409 0.38
C 2.623 -4.201 3.022 -0.05
C 4.268 2.312 -1.678 -0.30
C -1.776 0.160 -3.863 -0.73
C -4.214 4.876 3.624 -0.42
O -0.877 -1.078 0.000 -0.51
H -1.553 3.194 -0.820 0.66
K 0.756 -2.599 -0.878 0.87
H 3.778 -1.434 0.082 0.19
O 2.410 -3.340 -4.060 -0.69
C -4.043 -0.992 0.339 -0.11
H -3.261 0.528 -2.352 0.27
C 2.792 -5.161 4.029 -0.36
C 4.183 0.883 -1.154 -0.35
C -3.339 2.929 1.803 0.31
C -4.202 0.394 0.340 0.86
Cl -3.213 -4.904 0.210 -0.39
H -2.614 2.056 -4.395 0.25
N 4.672 -6.193 2.934 -0.67
C 3.536 -4.308 1.961 -0.10
H -2.520 -0.447 -4.381 0.52
H 5.403 -1.490 1.783 0.42
N -0.514 0.067 0.200 0.39
H -3.542 6.306 2.175 0.38
C -6.362 -1.302 -0.189 -0.60
H 3.481 -3.624 1.123 0.45
C 4.846 -0.549 1.780 -0.43
H 3.987 0.806 3.225 0.28
Si -2.784 1.596 0.587 -0.17
H 0.401 0.885 -2.509 0.04
C -0.554 2.364 -3.770 -0.81
H 2.127 -5.162 4.884 0.33
H 5.404 -0.078 3.820 0.40
H -1.436 1.471 -5.552 0.46
Se 1.295 -2.867 3.110 -0.41
C -1.247 0.731 1.280 -1.00
H 5.504 0.201 1.328 0.22
H -3.046 2.760 -1.657 0.16
O 1.519 -1.401 -3.053 -0.64
H 3.842 -0.901 3.656 0.25
C -2.223 2.358 -1.048 -0.77
C -2.192 0.289 -2.400 -0.08
H -4.044 1.521 3.267 0.39
C 5.163 3.206 -0.831 -1.24
C 3.798 -6.102 3.940 -0.25
C 4.509 -5.288 1.965 -0.44
Si -2.063 -4.497 -1.618 0.20
S 2.936 0.728 0.157 1.03
H 5.153 0.528 -0.800 0.49
C -0.249 1.753 -2.401 -0.88
H 4.643 2.271 -2.705 0.45
H -5.634 1.989 0.086 0.32
H 0.297 2.449 -1.759 0.54
Cl -2.481 -6.361 -2.656 -0.40
C 3.600 -0.759 0.924 -0.23
C -1.648 1.545 -4.484 -0.69
H -4.786 3.223 4.868 0.38
H 3.839 0.203 -1.936 -0.19
H 3.909 -6.836 4.735 0.31
N -1.449 1.329 -1.705 0.78
H -0.832 -0.382 -3.944 0.11
H 4.802 3.244 0.195 0.24
H 6.185 2.818 -0.818 0.29
Cl 2.700 -2.242 -3.198 1.73
O 3.109 1.875 1.106 -0.81
H -1.508 -0.001 2.047 0.56
H -4.551 5.627 4.328 0.35


Taking the records one at a time from the top gives HOMO level values of -10.19; -9.56; -6.83; -2.09 eV.
Taking the records one at a time from the top gives energy relative to the best compared isomer or geometry (same formula, charge and spin) values of 192.3; 31.8; 3.7; 52.1 kcal per mole.
Taking the records one at a time from the top gives orbital gap values of 8.87; 10.22; 8.88; 5.66 eV.